Record 1
C61H70F8O11S2 | the ωB97M-V functional and the def2-TZVPD basis

## Properties
HOMO = -8.6 eV
HOMO-LUMO gap = 9.0189 eV

Structure (ORCA input):
```
! wB97M-V def2-TZVPD RIJCOSX def2/J DEFGRID3
* xyz 0 1
F 0.27785 -1.55773 -8.73873
C 0.61124 -1.59129 -7.45686
C 0.84024 -2.80841 -6.80782
C 1.37640 -2.83154 -5.53513
C 1.71597 -1.60488 -4.89444
C 1.46408 -0.36323 -5.52089
C 0.98076 -0.41050 -6.82408
H 0.65794 -3.76648 -7.27179
H 1.72569 -3.69225 -4.98414
H 2.13480 -1.64710 -3.89985
H 1.59217 0.52286 -4.91688
H 0.64749 0.51420 -7.27159
F -2.57742 3.73664 2.55186
C -3.72111 3.80835 1.84306
C -3.77252 3.20732 0.61775
C -5.00777 3.40482 -0.10721
C -6.06940 4.15483 0.42724
C -5.90888 4.70822 1.62491
C -4.73153 4.61670 2.31328
H -3.08014 2.44354 0.29580
H -5.29416 3.05067 -1.08648
H -6.92914 4.51246 -0.11987
H -6.67868 5.34173 2.04022
H -4.61937 4.97727 3.32512
F -1.35387 -3.95396 -0.86073
C -2.05192 -4.89831 -1.58538
C -1.85412 -4.91429 -2.94128
C -2.57656 -5.77493 -3.74462
C -3.63662 -6.51723 -3.22286
C -3.75700 -6.53470 -1.83078
C -2.97833 -5.73119 -0.98962
H -1.10113 -4.24559 -3.33145
H -2.44638 -5.72897 -4.81575
H -4.21508 -7.13512 -3.89369
H -4.53973 -7.19577 -1.48915
H -3.20662 -5.64858 0.06274
F 3.58327 -2.92216 4.55576
C 4.36118 -1.97308 3.98365
C 3.92418 -1.22222 2.90396
C 4.77150 -0.24551 2.39309
C 6.05723 -0.04782 2.86129
C 6.47590 -0.89094 3.86625
C 5.68517 -1.85375 4.38680
H 2.90947 -1.37108 2.56543
H 4.48722 0.47197 1.63757
H 6.65486 0.77386 2.49511
H 7.44336 -0.78798 4.33509
H 5.85147 -2.51207 5.22665
F -5.71147 0.37257 3.19634
C -4.63599 -0.18751 2.61738
C -3.37127 0.39346 2.86171
C -2.21624 -0.12710 2.29563
C -2.38048 -1.24225 1.46135
C -3.56040 -1.91510 1.37122
C -4.73977 -1.36911 1.89660
H -3.24689 1.18513 3.58572
H -1.21748 0.22780 2.50284
H -1.54907 -1.72078 0.96521
H -3.58814 -2.79313 0.74298
H -5.68877 -1.87892 1.97345
F -0.93556 8.53928 3.31645
C -0.40138 7.56009 2.54999
C 0.96105 7.63562 2.22205
C 1.45691 6.71062 1.30747
C 0.71878 5.58895 0.85234
C -0.64728 5.53141 1.15514
C -1.20812 6.53283 2.05303
H 1.60249 8.35639 2.70730
H 2.53017 6.76461 1.19979
H 1.09771 4.85429 0.15730
H -1.25567 4.79593 0.64984
H -2.18456 6.48566 2.51209
F -5.94811 -0.18053 -1.33915
C -5.01776 -0.55234 -2.10868
C -3.82404 0.14724 -2.18281
C -2.70486 -0.35678 -2.89083
C -2.81022 -1.54877 -3.62451
C -4.04592 -2.18101 -3.62073
C -5.14770 -1.70962 -2.91718
H -3.83034 1.08932 -1.65477
H -1.87990 0.33789 -2.94811
H -1.98178 -1.83737 -4.25442
H -4.09895 -3.07701 -4.22138
H -6.04611 -2.30888 -2.90454
F -0.12551 0.02089 6.14234
C 0.08884 0.83198 5.16297
C -0.62283 2.07278 5.07277
C -0.31004 3.03480 4.14130
C 0.80857 2.81961 3.32473
C 1.51539 1.64362 3.32844
C 1.23517 0.63146 4.25873
H -1.43379 2.34680 5.73130
H -0.93035 3.90923 4.27161
H 1.05544 3.61299 2.63480
H 2.32053 1.45996 2.63244
H 1.82777 -0.26858 4.33065
C -0.05268 1.33627 -0.17407
S 1.37022 0.32252 -0.92220
O 2.38780 0.10609 0.25153
C 0.67713 -1.38615 -1.15440
H 0.20474 2.38383 -0.01770
H -0.27192 1.01083 0.84286
H -0.89079 1.33098 -0.87094
H -0.02126 -1.40326 -1.99109
H 0.04168 -1.67843 -0.31841
H 1.40448 -2.19605 -1.21029
C 1.96470 -5.03551 -0.22098
S 3.56817 -4.75935 -1.19074
O 3.26778 -3.93435 -2.47119
C 4.34274 -3.49226 -0.07767
H 2.09759 -5.60761 0.69725
H 1.24235 -5.63306 -0.77708
H 1.44064 -4.10894 0.01345
H 5.34762 -3.26222 -0.43179
H 4.55085 -3.82511 0.93919
H 3.81998 -2.54475 0.05290
C -1.27679 -5.53534 2.26385
O -0.76992 -4.80535 3.35634
C 0.08009 -3.80091 3.25244
O 0.39710 -3.30017 2.18002
O 0.53017 -3.37117 4.46656
C 0.85678 -4.23007 5.54533
H -2.02161 -6.26638 2.57837
H -0.46502 -6.11906 1.82979
H -1.76521 -4.87611 1.54624
H 0.49049 -3.88530 6.51232
H 1.94623 -4.20387 5.56764
H 0.58083 -5.25936 5.31617
C 7.37293 1.28391 -0.39882
O 6.19975 1.95180 -0.11151
C 6.22345 3.02123 0.68683
O 7.18704 3.22383 1.42724
O 5.07262 3.69489 0.67965
C 3.98890 3.29267 -0.14372
H 8.24641 1.92957 -0.48962
H 7.34169 0.64108 -1.27855
H 7.49895 0.52854 0.37682
H 4.06269 3.73902 -1.13540
H 3.08726 3.70993 0.30465
H 3.93972 2.20578 -0.20959
C 0.80826 4.70958 -2.84762
O 0.10462 4.32198 -4.05972
C -0.60229 3.29057 -4.06359
O -0.97346 2.57788 -3.09413
O -0.99894 3.12162 -5.28236
C -1.92687 2.20004 -5.62347
H 1.04564 3.86269 -2.20379
H 0.11654 5.34261 -2.29183
H 1.51598 5.47946 -3.15502
H -2.89902 2.34807 -5.15325
H -1.52748 1.24022 -5.29589
H -2.00344 2.20743 -6.71076
*
```



Record 2
C4H9N3 | the ωB97M-V functional and the def2-TZVPD basis

## Properties
energy relative to the best compared isomer or geometry (same formula, charge and spin) = 97.1 kcal per mole
HOMO = -8.1 eV
structure (SMILES) = [H]/N=N/[H].CC(C)=C=N
HOMO-LUMO gap = 8.9945 eV

Structure (ORCA input):
```
! wB97M-V def2-TZVPD RIJCOSX def2/J DEFGRID3
* xyz 0 1
C 1.31504 -0.63786 -0.75341
C 1.52113 0.85093 1.17489
C -0.57413 0.99758 -0.32385
C 0.83625 0.36672 -0.03029
N 1.80636 -1.35498 -1.62211
N -2.39921 -2.58848 -1.40699
N -2.28006 -1.87056 -0.44085
H 1.53073 0.14693 2.00100
H 2.56678 1.30220 1.00550
H 1.00354 1.80222 1.45750
H -0.81373 0.84373 -1.27347
H -0.36105 2.00060 -0.16708
H -1.37762 0.63181 0.37029
H 1.63269 -2.30709 -1.67317
H -1.77479 -2.45170 -2.20004
H -3.10496 -2.16121 0.22344
*
```



Record 3
C42H52BBr2IrN9 | the ωB97M-V functional and the def2-TZVPD basis

## Properties
HOMO (alpha / beta) = -8.5 / -8.6 eV
HOMO-LUMO gap (alpha / beta) = 2.5977 / 2.7784 eV

Structure (ORCA input):
```
! wB97M-V def2-TZVPD RIJCOSX def2/J DEFGRID3
* xyz 1 1
Ir 0.21177 0.26012 0.03423
C 4.68963 -2.76167 -1.15547
C 3.84067 -1.55694 -1.32773
C 3.98366 -0.55512 -2.26775
C 2.95838 0.35969 -2.01929
N 2.21273 -0.10005 -1.00598
N 2.77202 -1.25028 -0.56950
B 2.37588 -1.94040 0.74321
N 2.26992 -0.87242 1.85753
N 1.71891 0.34452 1.67562
C 1.99393 1.10069 2.74669
C 2.72904 0.32890 3.64726
C 2.88194 -0.91323 3.05536
C 3.57067 -2.09987 3.61934
C 1.72159 2.57778 2.85017
C 2.61101 3.26418 1.80590
C 2.08219 3.10101 4.24340
C 0.25639 2.90559 2.56000
N 1.04730 -2.68559 0.57837
N -0.13673 -2.09778 0.28942
C -1.07059 -3.05761 0.26894
C -0.45087 -4.28510 0.52671
C 0.88477 -4.01546 0.71979
C 1.95007 -5.00232 1.02957
C -2.55703 -3.00496 0.02896
C -3.11723 -1.59550 -0.13300
C -3.26463 -3.64635 1.23520
C -2.85507 -3.83973 -1.22730
C 2.80945 1.67034 -2.74478
C 4.17958 2.36799 -2.77735
C 2.37772 1.39505 -4.19216
C 1.81943 2.60394 -2.04559
H 5.44571 -2.78230 -1.93549
H 5.18703 -2.75572 -0.18729
H 4.09301 -3.66906 -1.22177
H 4.73332 -0.50071 -3.02841
H 3.21142 -2.71061 1.04064
H 3.10387 0.62253 4.60469
H 3.86725 -1.88986 4.64368
H 2.91501 -2.96827 3.61388
H 4.45944 -2.34507 3.04088
H 3.65935 3.03262 1.97974
H 2.33697 2.91360 0.81515
H 2.48266 4.34212 1.85474
H 3.14343 2.98282 4.44235
H 1.84616 4.16048 4.30864
H 1.51960 2.57800 5.01247
H -0.01895 2.56499 1.56136
H -0.39511 2.43294 3.29219
H 0.09988 3.98020 2.61062
H -0.91470 -5.24759 0.56691
H 1.50666 -5.99523 1.06728
H 2.72529 -4.99414 0.26572
H 2.41382 -4.78906 1.99101
H -3.29524 -1.16180 0.84598
H -2.42939 -0.96279 -0.68187
H -4.06375 -1.63049 -0.66631
H -3.04266 -3.09103 2.14561
H -4.34014 -3.62746 1.07500
H -2.96387 -4.67876 1.38655
H -2.35039 -3.42639 -2.09737
H -2.51946 -4.86563 -1.10103
H -3.92503 -3.85606 -1.42058
H 4.88382 1.82243 -3.39750
H 4.06758 3.36832 -3.18893
H 4.59696 2.45346 -1.77640
H 3.06655 0.69714 -4.66082
H 1.37950 0.96607 -4.23972
H 2.38955 2.32028 -4.76409
H 2.32321 3.16458 -1.26241
H 1.40830 3.31943 -2.75499
H 1.00717 2.03254 -1.58761
Br -4.06946 1.19854 5.34822
C -2.95478 0.76738 3.87908
C -1.87687 -0.10219 4.04274
C -1.07894 -0.36273 2.94647
N -1.29202 0.17186 1.75165
C -2.34658 0.98394 1.58300
C -3.20385 1.31134 2.62955
C -2.53857 1.55065 0.25256
C -3.85293 1.55638 -0.33507
C -3.99564 2.22847 -1.48635
Br -7.24214 2.10465 0.09576
C -3.08842 2.57226 -3.34338
C -1.79429 1.77122 -3.06257
N -1.46113 1.78707 -0.46433
H -1.67109 -0.56316 4.99417
H -0.23554 -1.02966 3.03654
H -4.02634 1.98960 2.47173
H -4.57532 0.84972 0.03707
H -3.14567 3.14127 -4.26711
H -0.99479 2.01650 -3.76491
C -0.83901 -0.45441 -2.62567
C -1.91707 0.28378 -2.93811
C -3.22369 -0.32305 -3.10929
C -4.37650 0.35086 -3.12618
C -4.39388 1.82582 -2.89824
C -2.96332 3.20188 -1.94937
C -1.60754 2.52938 -1.69581
C -5.59215 2.46631 -3.38142
N -6.54515 2.97761 -3.74550
H 0.15639 -0.04254 -2.61205
H -0.91840 -1.52247 -2.52579
H -3.22875 -1.39516 -3.24168
H -5.32223 -0.14866 -3.26942
H -3.10569 4.25264 -1.72744
H -0.78898 3.24896 -1.74111
*
```



Record 4
C4H8O2 | the ωB97M-V functional and the def2-TZVPD basis

## Properties
energy relative to the best compared isomer or geometry (same formula, charge and spin) = 109.7 kcal per mole
HOMO (alpha / beta) = -7.4 / -7.4 eV
HOMO-LUMO gap (alpha / beta) = 8.2000 / 8.2990 eV

Structure (ORCA input):
```
! wB97M-V def2-TZVPD RIJCOSX def2/J DEFGRID3
* xyz 0 1
C -2.17086 -0.33962 -0.53355
O -2.03041 -0.68088 0.71020
C -1.10152 -1.39759 1.26651
C 0.96067 0.41531 -0.52142
O 0.99929 -0.57420 -1.21797
C 2.15518 1.26516 -0.19984
H -3.04476 0.25840 -0.74286
H -0.00739 0.76163 -0.09709
H -1.47353 -0.72491 -1.27041
H -1.24307 -1.57410 2.32166
H -0.36116 -1.88341 0.64141
H 3.06516 0.80250 -0.58744
H 2.22958 1.41526 0.88252
H 2.02284 2.25643 -0.65173
*
```